The following is a DFT calculation (the ωB97M-V functional and the def2-TZVPD basis) of the molecule C4H10N2 at a distorted geometry.

Summary:
**ΔE to the lowest compared entry with this formula, charge and spin**: 191.04 kJ/mol
**DFT total energy**: -267.852565 Ha
**E_LUMO**: 0.039 Eh
**SMILES**: C=C(N)CCN
**Frontier orbital gap**: 9.317 eV

Positions of all 16 atoms, in Å:
C (1.890, -0.407, 1.000)
C (0.905, 0.231, 0.427)
N (1.093, 1.306, -0.596)
C (-0.653, 0.259, 0.818)
C (-1.429, -0.101, -0.487)
N (-1.579, -1.501, -0.828)
H (2.983, -0.399, 0.733)
H (1.784, -1.007, 1.884)
H (0.479, 2.097, -0.797)
H (2.027, 1.431, -0.837)
H (-0.747, 1.301, 1.070)
H (-0.759, -0.426, 1.587)
H (-0.903, 0.537, -1.332)
H (-2.405, 0.333, -0.286)
H (-1.844, -1.529, -1.773)
H (-0.842, -2.124, -0.584)